C32H28AsBr2N2O10PSV | ωB97M-V/def2-TZVPD

## Properties
2S+1: 4
Energy above the lowest of the compared OMol25 structures with the same formula, charge and spin, kcal/mol: 0.0
Total charge: -2
E_HOMO (spin up / spin down), hartree: -0.010 / -0.093
DFT total energy, eV: -303838.4269

Each line ends with the Mulliken spin population.
Element x y z (Å)
V1 -1.4326 0.0832 0.4035  2.0105
Br1 3.7383 1.2809 5.4082  0.0007
C1 2.1251 0.9642 4.4186  -0.0705
C2 1.1956 0.0616 4.9100  0.1588
C3 0.0308 -0.1504 4.1802  -0.0580
C4 -0.2244 0.4989 2.9697  0.1478
O1 -1.3624 0.2928 2.3374  0.0011
C5 0.7598 1.4253 2.4725  -0.0372
C6 0.5435 2.1893 1.2944  0.4378
N1 -0.5284 1.9607 0.5171  -0.0462
C7 -1.1025 2.9005 -0.2668  -0.1030
C8 -0.5566 4.1091 -0.7032  0.1988
C9 -1.3250 4.9973 -1.4678  -0.0780
C10 -2.6364 4.7515 -1.7939  0.1617
C11 -3.2444 3.5497 -1.3428  -0.0505
C12 -4.5917 3.2079 -1.5801  0.0383
C13 -5.1013 2.0351 -1.0931  -0.0194
C14 -4.2581 1.1774 -0.3728  0.0698
N2 -3.0035 1.4702 -0.1251  0.0115
C15 -2.4787 2.6320 -0.5991  0.0128
C16 1.9240 1.6404 3.2372  0.0964
H1 1.3758 -0.4757 5.8312  0.0188
H2 -0.7119 -0.8526 4.5370  0.0015
H3 1.2083 3.0254 1.0906  0.0125
H4 0.4749 4.3454 -0.4820  0.0407
H5 -0.8592 5.9138 -1.8153  -0.0059
H6 -3.2118 5.4515 -2.3876  0.0107
H7 -5.2114 3.8826 -2.1615  0.0004
H8 -6.1257 1.7424 -1.2786  -0.0001
H9 -4.6077 0.2160 -0.0187  0.0046
H10 2.6620 2.3498 2.8810  0.0047
O2 -3.0175 -4.1112 0.2054  -0.0007
As1 -3.4694 -2.6146 1.0212  0.0024
O3 -2.5447 -2.7963 2.6175  0.0010
O4 -2.4200 -1.5328 0.2607  0.0073
C17 -1.3597 -3.1370 3.1340  0.0014
C18 -1.4565 -3.5292 4.4837  0.0006
C19 -0.3617 -3.8433 5.2570  -0.0011
C20 0.9067 -3.7880 4.6954  0.0006
C21 1.0247 -3.4295 3.3666  0.0026
C22 -0.0701 -3.1055 2.5600  0.0031
S1 0.3891 -2.7275 0.8575  0.0054
O5 1.8026 -3.0506 0.7692  -0.0004
O6 0.2102 -1.2738 0.6482  -0.0181
O7 -0.4392 -3.5706 0.0144  0.0024
H11 -2.0643 -4.0284 -0.0160  0.0006
H12 -2.4567 -3.5469 4.8979  0.0001
H13 -0.4992 -4.1229 6.2957  0.0000
H14 1.7912 -4.0158 5.2766  0.0007
H15 2.0001 -3.3828 2.9062  0.0015
Br2 -1.6603 -0.6453 -7.9481  0.0000
C23 -0.8144 -0.2489 -6.2765  -0.0002
C24 0.5347 0.0648 -6.2742  0.0007
C25 1.1405 0.3569 -5.0594  -0.0009
C26 0.4129 0.3287 -3.8771  0.0077
C27 -0.9385 0.0085 -3.9078  -0.0047
C28 -1.5629 -0.2799 -5.1167  0.0001
C29 -1.7624 -0.0139 -2.6255  0.0223
O8 -2.9734 -0.1978 -2.7084  0.0088
O9 -1.0644 0.1917 -1.5753  -0.0251
H16 1.0934 0.0832 -7.2006  0.0000
H17 2.1928 0.6151 -5.0325  0.0000
H18 0.8851 0.5660 -2.9317  -0.0006
H19 -2.6170 -0.5203 -5.1127  0.0003
C30 3.3045 -1.5986 -1.8150  0.0004
P1 3.5881 0.0262 -1.0944  0.0038
C31 3.5145 -0.1888 0.6835  0.0178
C32 5.3408 0.3778 -1.4385  -0.0003
O10 2.7185 1.0919 -1.6614  -0.0085
H20 4.0533 -2.3199 -1.4850  -0.0001
H21 3.3172 -1.5086 -2.9024  -0.0001
H22 2.3275 -1.9533 -1.4897  0.0004
H23 4.1667 -1.0052 0.9976  -0.0010
H24 2.4888 -0.4303 0.9636  -0.0030
H25 3.8104 0.7385 1.1753  0.0014
H26 5.9949 -0.4110 -1.0622  0.0000
H27 5.6040 1.3224 -0.9609  0.0001
H28 5.4751 0.4809 -2.5156  -0.0003